ORCA calculation (ωB97M-V/def2-TZVPD) on C19H23N5O2 in the gas phase at a distorted geometry.

## Properties
spin multiplicity = 1
SMILES string = Cc1[nH]nc2[nH]c(=O)cc([C@H]3CC[C@H](CC(=O)N4CC(C#N)C4)CC3)c12
M = 353.4 g mol⁻¹
calculated total energy = -1161.96516 hartree
charge = 0

Geometry (Å):
N -2.18085 -0.11776 -5.72052
O 6.14526 0.11573 -0.73001
O -4.28603 0.37270 -0.15154
C -2.94004 -0.69918 -5.01118
N 4.91717 1.98736 3.19074
C 5.20475 0.46434 -0.00956
C -3.77080 -0.57773 -0.67571
C 4.65971 1.29017 2.15743
C 3.79390 0.19199 -0.33752
C 3.25116 1.14636 1.89247
C 2.67314 1.79679 2.93659
C 2.77808 0.45357 0.59776
N 3.70808 2.31658 3.72492
N 5.55585 0.81203 1.28401
N -4.20047 -0.96194 -2.05067
C 1.20222 2.17142 3.13506
C -2.77765 -1.51824 0.11639
C -4.47860 -0.08330 -3.16908
C -3.57411 -2.02360 -2.86363
C 0.32883 0.81792 -0.19080
C 0.94360 -0.99003 1.41898
C -0.98546 0.20961 -0.41501
C -0.40182 -1.69108 1.15297
C -3.95940 -1.19522 -4.06384
C 1.38573 -0.16229 0.22264
C -1.57021 -0.75905 0.61488
H 3.53247 -0.14513 -1.24935
H 3.56927 3.09031 4.40204
H 6.55405 0.82642 1.49059
H 0.50420 1.78432 2.42389
H 0.66581 1.93790 4.07335
H 1.26015 3.26786 3.17090
H -2.41594 -2.26751 -0.59147
H -3.20520 -2.09632 0.94807
H -5.53758 0.14777 -3.36301
H -3.97279 0.89845 -3.00535
H -2.52996 -2.16187 -2.60924
H -4.11394 -2.92119 -2.91107
H 0.22324 1.73719 0.40250
H 0.45165 1.21769 -1.17031
H 1.65804 -1.72214 1.72790
H 0.85310 -0.36872 2.28875
H -1.73515 0.95627 -0.48398
H -0.93921 -0.30076 -1.36489
H -0.35914 -2.53925 0.48387
H -0.53759 -2.19006 2.17630
H -4.89560 -1.49265 -4.61725
H 1.46590 -0.93483 -0.58312
H -1.91786 -0.09093 1.30511

***

ORCA calculation (ωB97M-V/def2-TZVPD) on C19H23N5O3 in the gas phase at a distorted geometry.

## Properties
spin multiplicity = 1
SMILES string = O=C(NC[C@@H](O)[C@@H]1Cc2ccccc2CN1)c1cc(NC2COC2)ncn1
M = 369.4 g mol⁻¹
calculated total energy = -1237.29050 hartree
charge = 0

Geometry (Å):
O 2.03899 0.06710 1.79394
N -0.31246 -0.26025 4.50302
N 0.28518 -2.04531 5.97742
O 3.48476 -5.95220 4.70539
O -1.74299 -0.12794 -0.33518
C 0.98654 0.22259 2.42020
C -0.50960 -1.02076 5.56234
C 0.74321 -0.54001 3.71782
C 1.35941 -2.24030 5.24880
C 1.63123 -1.56092 4.10400
C 0.02770 2.22412 -6.79875
C -0.12719 3.34689 -5.96925
C -0.05484 0.92759 -6.23174
C -0.43656 3.20052 -4.60032
C -0.31574 0.73941 -4.85111
C -0.50893 1.90181 -4.02112
N 2.13770 -3.25159 5.74475
N -0.00915 1.01933 1.81124
N -0.69348 -0.67475 -2.82923
C -0.33458 -0.64645 -4.27022
C 3.76856 -5.17681 5.87616
C 2.97495 -4.84057 3.97941
C 3.31709 -3.91752 5.13724
C -0.83574 1.73823 -2.53144
C 0.02537 1.36877 0.38934
C -0.17261 0.44691 -2.00947
C -0.36446 0.17687 -0.52973
H -2.07018 -0.65297 -1.08796
H -1.37498 -0.81832 6.18198
H 2.51125 -1.80220 3.51330
H 0.25304 2.34389 -7.82996
H -0.01573 4.33284 -6.41601
H 0.12798 0.05471 -6.85816
H -0.54969 4.05006 -3.97768
H 1.75427 -3.68901 6.57303
H -0.91618 1.02647 2.27578
H -0.39762 -1.56361 -2.41689
H -1.07202 -1.26542 -4.78971
H 0.63946 -1.13535 -4.38931
H 3.15671 -5.48864 6.74544
H 4.80823 -5.19015 6.16437
H 3.58652 -4.63260 3.10633
H 1.88714 -4.88208 3.77429
H 4.15199 -3.27647 4.94513
H -1.91310 1.68941 -2.41062
H -0.48186 2.64742 -2.01165
H 1.00347 1.76080 0.13464
H -0.63362 2.22804 0.22306
H 0.89196 0.59366 -2.16814
H 0.23648 -0.64200 -0.18150

***

ORCA calculation (ωB97M-V/def2-TZVPD) on a molecular structure, C19H23N5O4PdS2.

## Properties
spin multiplicity = 5
<S²> = 6.09
M = 556.0 g mol⁻¹
calculated total energy = -2236.13398 hartree
charge = +2

Geometry (Å):
Pd -0.10705 -0.42855 0.10144
O 0.22918 0.55995 2.04220
N 0.22072 1.85677 2.05767
C 0.42462 2.47360 3.24598
C 0.42208 3.84174 3.33253
C 0.20536 4.62057 2.18819
C -0.00303 3.99185 0.99066
C 0.00492 2.58624 0.90943
S -0.25086 1.79198 -0.57021
H 0.57976 1.79762 4.07290
H 0.58704 4.30127 4.29651
H 0.20092 5.69908 2.25353
H -0.17957 4.54324 0.07766
N -2.66165 -5.59778 -6.23333
C -2.24233 -4.62480 -5.44051
C -1.50851 -3.52510 -5.98629
C -1.08356 -2.52483 -5.16302
C -1.37386 -2.58901 -3.79101
C -2.09528 -3.66316 -3.23568
C -2.52694 -4.67334 -4.03818
S -0.84014 -1.26729 -2.72022
O -0.19128 -0.28661 -3.54229
O -2.03167 -0.91050 -1.99952
N 0.15075 -1.93747 -1.65807
C 1.49625 -1.61570 -1.74936
N 1.86203 -0.75460 -0.78534
C 3.13613 -0.37762 -0.68856
C 4.06543 -0.87206 -1.57791
C 3.59567 -1.75023 -2.55041
N 2.32500 -2.12896 -2.63725
H -2.47527 -5.58450 -7.22669
H -3.18412 -6.38392 -5.87239
H -1.30109 -3.50215 -7.04859
H -0.52896 -1.67689 -5.54178
H -2.30530 -3.66781 -2.17459
H -3.08515 -5.51025 -3.63896
H 3.39213 0.31519 0.10270
H 5.10559 -0.58972 -1.52521
H 4.26971 -2.16950 -3.28787
C 0.15486 -3.15150 1.59406
C -1.11061 -2.58941 2.19307
O -1.65994 -1.60381 1.30073
C -2.85663 -1.00874 1.83528
C -3.32738 0.10334 0.93482
H 0.55238 -3.93462 2.23859
H 0.93102 -2.38056 1.51896
H -0.03134 -3.57318 0.60660
H -0.91538 -2.11717 3.16030
H -1.86275 -3.36897 2.33597
H -2.64129 -0.64396 2.84416
H -3.61115 -1.79591 1.91000
H -2.59915 0.91951 0.90863
H -4.25901 0.51559 1.32173
H -3.49476 -0.25189 -0.08009

***

Ordered ΔE to the lowest compared entry with this formula, charge and spin results: 541.1, 272.6, 43.0; unit kJ/mol.